1.
{"formula": "C19H18ClN3O3", "method": "wB97M-V/def2-TZVPD", "relative_energy_kcal_mol": 0.0, "smiles": "COCCNC(=O)Cn1nc(-c2ccc(Cl)cc2)c2ccccc2c1=O", "elements": ["C", "O", "C", "C", "N", "C", "O", "C", "N", "N", "C", "C", "C", "C", "C", "Cl", "C", "C", "C", "C", "C", "C", "C", "C", "C", "O", "H", "H", "H", "H", "H", "H", "H", "H", "H", "H", "H", "H", "H", "H", "H", "H", "H", "H"], "positions_angstrom": [[5.885, 0.254, -0.519], [5.544, -0.861, 0.268], [5.071, -1.973, -0.451], [3.674, -1.772, -1.061], [2.726, -1.383, -0.047], [1.703, -2.163, 0.332], [1.423, -3.230, -0.170], [0.876, -1.552, 1.481], [0.072, -0.435, 1.023], [-1.206, -0.721, 0.814], [-2.037, 0.177, 0.393], [-3.431, -0.269, 0.246], [-4.491, 0.487, 0.739], [-5.793, 0.042, 0.607], [-6.039, -1.169, -0.021], [-7.667, -1.720, -0.199], [-4.995, -1.947, -0.497], [-3.696, -1.497, -0.357], [-1.608, 1.521, 0.093], [-2.421, 2.503, -0.490], [-1.922, 3.761, -0.734], [-0.602, 4.080, -0.415], [0.226, 3.120, 0.119], [-0.263, 1.835, 0.367], [0.645, 0.807, 0.867], [1.830, 0.987, 1.118], [6.569, -0.027, -1.330], [6.385, 0.954, 0.148], [5.004, 0.743, -0.949], [5.031, -2.784, 0.280], [5.775, -2.245, -1.253], [3.708, -1.006, -1.843], [3.330, -2.712, -1.496], [2.895, -0.513, 0.449], [1.548, -1.202, 2.269], [0.191, -2.312, 1.856], [-4.298, 1.415, 1.257], [-6.613, 0.627, 0.992], [-5.199, -2.894, -0.970], [-2.872, -2.093, -0.715], [-3.436, 2.258, -0.762], [-2.557, 4.511, -1.182], [-0.228, 5.075, -0.605], [1.260, 3.324, 0.350]], "forces_ev_per_a": [[0.0, 0.0, 0.0], [0.0, 0.0, 0.2], [-0.3, -0.2, -0.2], [0.4, -0.1, 0.1], [0.5, 0.3, -0.1], [-0.3, 0.4, 0.4], [-0.2, -0.4, -0.1], [0.3, -0.4, 0.0], [0.5, 0.6, 0.0], [-1.2, -0.2, -0.1], [0.5, -0.2, 0.2], [-0.3, -0.2, -0.1], [0.1, -0.1, -0.1], [-0.1, -0.1, 0.0], [0.3, 0.1, 0.0], [-0.2, -0.1, 0.0], [-0.1, 0.0, 0.0], [0.0, 0.2, 0.0], [0.6, 0.2, 0.0], [0.0, 0.0, 0.0], [-0.1, 0.0, 0.0], [0.1, 0.0, 0.0], [0.1, -0.1, 0.0], [-0.4, 0.1, -0.1], [0.0, -0.2, 0.1], [0.1, 0.2, 0.1], [0.0, 0.0, 0.0], [0.0, 0.1, -0.1], [0.0, 0.0, 0.0], [0.0, 0.0, -0.1], [0.0, 0.0, 0.1], [0.0, -0.1, 0.0], [0.1, 0.1, 0.0], [-0.2, -0.2, 0.0], [-0.1, 0.0, 0.0], [0.1, 0.1, -0.1], [0.0, 0.1, 0.0], [-0.1, 0.0, 0.0], [0.0, -0.1, 0.0], [0.1, -0.1, 0.0], [-0.1, 0.0, 0.0], [-0.1, 0.0, 0.0], [0.0, 0.1, 0.0], [0.1, 0.0, 0.0]], "mulliken_charge": [-0.663, -0.356, -0.470, -0.917, 0.063, 0.725, -0.672, -1.071, 0.829, -0.996, 0.471, 0.043, -0.322, -0.807, 0.408, -0.213, -0.779, -0.373, 0.658, -0.608, -0.687, -0.581, -0.523, 0.006, 0.538, -0.835, 0.314, 0.243, 0.249, 0.314, 0.382, 0.346, 0.418, 0.302, 0.380, 0.368, 0.593, 0.414, 0.419, 0.477, 0.583, 0.420, 0.410, 0.498]}



2.
{"formula": "ClH3NOP", "method": "wB97M-V/def2-TZVPD", "relative_energy_kcal_mol": 20.8, "elements": ["N", "O", "P", "Cl", "H", "H", "H"], "positions_angstrom": [[-0.342, 0.639, 0.455], [0.193, -1.462, -0.430], [0.599, -0.629, 0.836], [3.046, 0.135, -0.088], [-0.602, 1.352, 1.003], [-0.044, 0.927, -0.493], [0.895, -2.124, -0.727]], "forces_ev_per_a": [[1.6, -2.3, -3.8], [1.4, -2.0, -1.8], [1.8, 0.6, 1.2], [-1.9, -0.6, 0.6], [-0.8, 3.0, 2.7], [-0.9, 0.1, 0.5], [-1.2, 1.2, 0.6]], "mulliken_charge": [-0.361, -0.381, 0.381, -0.546, 0.237, 0.296, 0.374]}



3.
{"formula": "C42H36BF4O26", "method": "wB97M-V/def2-TZVPD", "charge": -1, "relative_energy_kcal_mol": 132.9, "elements": ["B", "F", "F", "F", "F", "C", "C", "C", "O", "C", "C", "C", "O", "O", "O", "H", "H", "H", "H", "C", "C", "C", "O", "C", "C", "C", "O", "O", "O", "H", "H", "H", "H", "C", "C", "C", "O", "C", "C", "C", "O", "O", "O", "H", "H", "H", "H", "C", "C", "C", "O", "C", "C", "C", "O", "O", "O", "H", "H", "H", "H", "C", "C", "C", "O", "C", "C", "C", "O", "O", "O", "H", "H", "H", "H", "C", "C", "C", "O", "C", "C", "C", "O", "O", "O", "H", "H", "H", "H", "C", "C", "O", "C", "H", "H", "H", "H", "H", "H", "C", "C", "O", "C", "H", "H", "H", "H", "H", "H"], "positions_angstrom": [[-43.907, 4.879, -18.945], [-45.288, 4.642, -18.995], [-43.546, 6.209, -18.820], [-43.349, 4.105, -17.876], [-43.359, 4.392, -20.100], [-38.970, 8.325, -20.257], [-38.594, 9.006, -21.610], [-39.572, 9.176, -22.719], [-39.315, 9.797, -23.804], [-40.853, 8.583, -22.590], [-41.309, 8.100, -21.141], [-40.285, 7.743, -20.025], [-40.661, 7.349, -18.977], [-42.633, 7.784, -20.886], [-37.269, 9.363, -21.875], [-38.083, 8.254, -19.501], [-41.626, 8.854, -23.231], [-42.638, 7.262, -19.903], [-37.332, 9.656, -22.858], [-37.717, 2.514, -15.886], [-37.164, 3.844, -16.527], [-38.148, 4.898, -16.964], [-37.806, 5.906, -17.452], [-39.544, 4.609, -16.906], [-40.098, 3.216, -16.382], [-39.209, 2.310, -15.735], [-39.584, 1.247, -15.159], [-41.355, 2.780, -16.535], [-35.904, 4.004, -16.680], [-37.143, 1.613, -15.676], [-40.212, 5.192, -17.340], [-41.864, 3.408, -16.982], [-35.855, 4.876, -16.935], [-37.767, 2.589, -19.913], [-38.369, 1.248, -19.494], [-39.833, 1.144, -19.452], [-40.357, 0.111, -19.000], [-40.666, 2.156, -19.903], [-40.033, 3.512, -20.302], [-38.527, 3.680, -20.476], [-38.036, 4.872, -20.755], [-40.670, 4.684, -20.712], [-37.603, 0.203, -19.124], [-36.767, 2.658, -19.822], [-41.526, 2.276, -19.717], [-41.603, 4.761, -20.646], [-38.457, -0.449, -18.768], [-41.502, 8.190, -14.639], [-42.563, 7.500, -15.622], [-43.867, 7.969, -15.520], [-44.800, 7.363, -16.177], [-44.209, 9.022, -14.647], [-43.142, 9.913, -13.926], [-41.814, 9.218, -13.797], [-41.047, 9.742, -12.889], [-43.501, 11.145, -13.477], [-42.175, 6.441, -16.379], [-40.454, 7.715, -14.739], [-45.058, 9.589, -14.710], [-44.337, 11.395, -13.664], [-42.976, 6.381, -17.004], [-46.682, 1.622, -13.746], [-46.162, 2.964, -13.189], [-46.312, 4.207, -13.925], [-46.145, 5.256, -13.349], [-46.664, 4.166, -15.283], [-47.021, 2.758, -15.960], [-47.185, 1.565, -15.081], [-47.571, 0.529, -15.533], [-46.997, 2.562, -17.310], [-45.673, 3.079, -11.897], [-46.375, 0.648, -13.243], [-46.523, 5.004, -16.078], [-46.554, 3.304, -17.844], [-45.302, 3.823, -11.723], [-49.111, 4.433, -23.362], [-48.319, 5.123, -22.161], [-47.880, 6.544, -22.267], [-47.322, 7.133, -21.361], [-48.325, 7.400, -23.358], [-49.102, 6.615, -24.506], [-49.448, 5.187, -24.548], [-50.179, 4.705, -25.441], [-49.377, 7.451, -25.611], [-47.960, 4.291, -21.115], [-49.349, 3.315, -23.151], [-48.304, 8.473, -23.359], [-49.499, 8.366, -25.212], [-47.268, 4.881, -20.563], [-43.510, -0.703, -20.813], [-44.066, 0.003, -22.141], [-43.911, -0.493, -23.246], [-44.949, 1.221, -21.906], [-42.554, -0.843, -21.070], [-43.879, -1.704, -20.546], [-43.242, -0.118, -20.063], [-45.533, 1.323, -22.758], [-44.115, 1.980, -21.485], [-45.574, 1.072, -21.108], [-43.502, 5.070, -23.480], [-43.657, 3.796, -24.273], [-44.753, 3.663, -24.904], [-42.509, 2.745, -24.251], [-44.303, 5.140, -22.501], [-43.753, 5.973, -24.085], [-42.501, 5.271, -23.142], [-42.909, 1.832, -24.600], [-42.184, 2.609, -23.197], [-41.587, 3.152, -24.934]], "forces_ev_per_a": [[-0.3, -1.5, 0.6], [-0.3, 0.4, 0.3], [-0.1, 0.8, 0.5], [-0.2, 0.6, 0.1], [0.8, -0.4, -1.5], [4.0, 2.4, -4.4], [1.1, -2.8, 5.2], [-0.7, 0.9, -2.9], [0.8, -1.2, 2.9], [-1.4, -1.8, 7.7], [-0.9, -0.2, -5.1], [1.1, 3.6, -2.5], [-1.3, -1.7, 2.0], [3.6, -0.8, 2.5], [-3.2, 0.0, -1.5], [-2.1, -0.1, -1.4], [-1.1, 0.2, -1.2], [-0.1, 1.7, -3.1], [0.2, -0.3, 1.9], [0.2, 5.3, -2.7], [-4.6, -7.7, 3.7], [-2.0, -3.3, 1.3], [2.7, 3.8, -1.6], [-0.7, -9.2, 4.1], [-0.1, 6.4, -3.0], [3.2, -4.2, 1.7], [0.4, 2.9, -1.4], [3.0, -1.1, 1.6], [1.0, -2.2, 0.6], [0.3, 0.6, 0.1], [-2.7, 2.9, -1.9], [-1.8, 1.9, -1.4], [1.1, 3.9, -1.4], [-4.4, -5.1, 0.7], [4.1, 5.2, -1.8], [-1.5, -2.1, 0.6], [1.4, -0.2, 0.1], [13.3, 6.7, -4.3], [-3.0, -1.7, -1.0], [1.3, 4.4, 1.2], [-2.1, -5.6, 0.8], [3.5, -2.6, 0.8], [-5.0, -0.7, 1.0], [3.3, 0.3, 0.1], [-12.1, 0.6, 2.5], [-2.0, -0.8, 0.5], [2.9, 1.7, -1.1], [-1.3, -6.0, -6.0], [8.9, 0.6, 3.9], [-6.5, -1.4, -1.6], [2.8, 1.4, 1.3], [6.0, 4.5, 3.4], [-5.7, -3.6, -3.5], [1.9, 5.1, 4.7], [-1.9, -2.0, -2.8], [6.4, -3.0, 1.1], [-2.8, 2.7, 0.4], [-1.9, 1.1, 0.6], [-2.7, 0.4, -0.5], [-4.4, 0.7, -1.3], [1.1, -0.7, 0.5], [3.6, 4.7, 4.2], [-1.4, -6.4, 0.8], [-0.6, 0.8, -0.8], [0.7, 1.2, 1.2], [-1.6, -5.0, -6.6], [2.6, 6.7, 0.6], [0.7, 0.3, -0.2], [-0.9, -1.5, -1.0], [0.2, 1.0, 1.4], [-4.6, -9.1, -3.9], [-0.9, 1.6, -0.6], [-0.2, -1.3, 2.1], [-0.7, -1.0, 1.4], [3.5, 8.2, 1.2], [3.4, 0.9, 6.0], [-2.6, -5.3, -4.5], [-1.0, 2.5, 0.3], [0.9, -1.2, 1.1], [-4.0, -6.3, -5.0], [3.9, 7.3, 2.3], [-2.2, -2.0, -0.5], [1.7, 1.3, 1.2], [-0.8, -0.6, 2.4], [1.6, 4.3, -0.3], [0.3, 2.3, -0.9], [0.4, 0.1, 0.1], [0.5, -1.6, -0.9], [-1.9, -1.7, -1.3], [-2.6, -1.4, -4.1], [-1.3, -1.7, 1.1], [0.3, 0.7, 1.4], [4.9, 0.2, 0.6], [4.0, -1.5, -1.7], [-0.4, 0.7, -0.2], [-0.5, 3.1, 4.0], [-0.5, 1.4, -1.8], [-2.3, -0.8, -1.5], [-1.4, -0.6, 2.3], [-2.1, 1.3, 1.9], [-3.1, -0.1, -1.5], [3.9, -0.3, 1.8], [0.9, 2.5, -0.6], [2.4, -0.5, -2.8], [-0.2, -0.9, 0.2], [0.5, -0.3, 0.5], [-0.1, -1.0, -0.6], [0.1, 0.2, -0.7], [-2.2, -1.1, 1.8]], "mulliken_charge": [0.235, -0.255, -0.377, -0.692, -0.274, -0.902, 0.277, 0.789, -0.696, -0.947, 0.385, 0.959, -0.351, -0.498, -0.549, 0.293, 0.514, 0.335, 0.377, -0.858, 0.197, 0.656, -0.581, -0.610, 0.364, 0.532, -0.631, -0.376, -0.493, 0.390, 0.933, 0.515, 0.313, -1.003, -0.137, 1.101, -0.763, -1.581, 0.971, -0.066, -0.583, -0.055, -0.641, 0.707, 1.447, 0.106, 0.476, -1.024, 0.015, 1.184, -0.561, -0.896, 0.696, 0.567, -0.634, -0.403, 0.298, 0.332, 0.296, 0.314, -0.111, -0.642, 0.259, 0.891, -0.621, -0.538, 0.453, 0.460, -0.542, -0.492, -0.445, 0.313, 0.246, 0.321, 0.286, -0.548, 0.216, 0.681, -0.564, -0.522, 0.622, 0.374, -0.576, -0.480, -0.452, 0.306, 0.306, 0.330, 0.296, -1.673, 0.728, -0.601, -0.596, 0.586, 0.378, 0.514, 0.326, -0.273, 0.614, -0.214, 0.579, -0.622, -0.711, -0.069, 0.419, 0.046, 0.340, -0.070, 0.329]}



4.
{"formula": "C24H55B2CdNO7P", "method": "wB97M-V/def2-TZVPD", "charge": 1, "elements": ["C", "C", "C", "C", "C", "C", "C", "C", "C", "C", "C", "C", "C", "P", "B", "N", "O", "O", "C", "C", "O", "C", "C", "O", "C", "C", "O", "C", "C", "C", "B", "O", "C", "C", "O", "H", "H", "H", "H", "H", "H", "H", "H", "H", "H", "H", "H", "H", "H", "H", "H", "H", "H", "H", "H", "H", "H", "H", "H", "H", "H", "H", "H", "H", "H", "H", "H", "H", "H", "H", "H", "H", "H", "H", "H", "H", "H", "H", "H", "H", "H", "H", "H", "H", "H", "H", "H", "H", "H", "H", "Cd"], "positions_angstrom": [[1.542, -1.693, 5.126], [0.222, -2.318, 4.654], [-1.051, -1.701, 5.244], [-1.522, -0.402, 4.590], [-0.592, 0.794, 4.799], [-1.174, 2.219, 4.566], [-2.658, 2.359, 4.181], [-2.884, 3.366, 3.044], [-2.190, 3.018, 1.716], [-2.397, 1.581, 1.231], [-3.549, 1.390, 0.238], [-3.603, -0.068, -0.285], [-3.391, -0.144, -1.818], [-1.437, -0.299, -2.042], [-2.282, -0.269, -4.078], [-1.617, 0.629, -4.909], [-3.296, -1.092, -4.291], [-1.576, -1.955, -1.904], [-0.322, -2.481, -1.486], [-0.147, -2.481, 0.063], [1.107, -2.042, 0.527], [1.163, -0.849, 1.296], [1.672, 0.407, 0.589], [2.845, 0.141, -0.138], [3.106, 0.995, -1.234], [4.592, 1.279, -1.312], [4.778, 2.049, -2.476], [6.147, 2.242, -2.812], [6.237, 2.732, -4.252], [0.723, -1.679, -2.300], [1.511, -2.484, -3.418], [2.650, -3.071, -2.942], [1.086, -2.563, -4.928], [-0.394, -2.916, -5.174], [0.037, -0.487, -2.771], [1.917, -0.951, 4.417], [1.403, -1.159, 6.068], [2.319, -2.445, 5.251], [0.154, -2.305, 3.560], [0.232, -3.373, 4.938], [-1.855, -2.434, 5.143], [-0.902, -1.530, 6.316], [-1.673, -0.590, 3.517], [-2.512, -0.172, 4.991], [0.272, 0.676, 4.137], [-0.188, 0.728, 5.812], [-1.009, 2.798, 5.476], [-0.563, 2.719, 3.811], [-3.104, 1.409, 3.893], [-3.230, 2.727, 5.034], [-2.473, 4.328, 3.366], [-3.955, 3.530, 2.897], [-1.123, 3.237, 1.772], [-2.585, 3.693, 0.948], [-1.476, 1.242, 0.749], [-2.561, 0.908, 2.075], [-4.480, 1.639, 0.756], [-3.393, 2.072, -0.599], [-4.606, -0.505, -0.129], [-2.876, -0.687, 0.239], [-3.940, -0.973, -2.240], [-3.702, 0.781, -2.309], [-1.293, 1.131, -2.302], [-1.107, -0.021, -0.714], [-1.179, 1.424, -4.457], [-0.917, 0.180, -5.493], [-3.418, -1.279, -5.234], [-0.309, -3.518, -1.827], [-0.970, -1.915, 0.518], [-0.272, -3.516, 0.391], [0.183, -0.618, 1.736], [1.834, -1.061, 2.129], [0.904, 0.877, -0.039], [1.890, 1.125, 1.394], [2.793, 0.545, -2.181], [2.571, 1.949, -1.153], [5.157, 0.341, -1.366], [4.903, 1.850, -0.428], [6.690, 1.302, -2.669], [6.558, 2.997, -2.132], [6.661, 1.981, -4.917], [5.226, 2.940, -4.606], [6.809, 3.654, -4.334], [1.492, -1.329, -1.608], [2.783, -3.997, -3.163], [1.326, -1.587, -5.368], [1.743, -3.280, -5.427], [-0.491, -3.616, -6.003], [-0.974, -2.033, -5.444], [-0.869, -3.377, -4.306], [-5.151, -0.718, 1.823]], "forces_ev_per_a": [[-0.1, 0.3, -0.2], [0.0, -0.2, 0.2], [0.1, 0.0, -0.2], [-0.2, 0.0, 0.1], [0.1, 0.0, -0.2], [0.0, -0.1, 0.1], [-0.1, 0.4, -0.2], [0.4, 0.1, 0.1], [-0.5, 0.0, -0.1], [0.2, 0.0, -0.2], [0.6, -0.3, 0.4], [0.4, 1.0, -1.0], [-0.2, -0.3, -0.5], [1.5, 1.0, 2.1], [-1.9, 0.0, -1.7], [0.6, -0.1, 0.9], [0.8, -0.3, 0.0], [-0.3, 0.0, 0.2], [0.3, -0.6, -0.5], [-0.1, 0.0, 0.1], [-0.2, 0.2, -0.3], [0.2, 0.1, 0.2], [-0.1, 0.0, 0.1], [-0.1, -0.3, 0.0], [0.1, 0.3, 0.0], [-0.2, 0.3, 0.0], [0.0, -0.3, -0.2], [-0.1, 0.3, 0.1], [-0.2, -0.1, 0.0], [0.5, 0.8, 0.1], [0.0, 0.1, -0.2], [-0.6, -0.3, 0.7], [0.0, -0.3, 0.2], [0.1, -0.1, -0.1], [-0.1, -0.3, -0.2], [0.0, 0.0, 0.0], [0.1, -0.2, 0.1], [0.0, 0.0, 0.0], [0.0, 0.0, 0.1], [0.0, 0.0, 0.0], [0.0, 0.0, 0.1], [-0.1, 0.0, 0.0], [0.0, 0.0, 0.0], [0.0, 0.0, 0.1], [0.0, 0.0, 0.1], [-0.1, 0.1, 0.0], [0.0, 0.0, 0.0], [0.0, -0.1, 0.0], [0.0, -0.1, 0.1], [0.0, -0.2, 0.0], [-0.1, 0.1, 0.0], [0.0, -0.1, -0.1], [0.0, -0.1, 0.1], [0.1, 0.1, 0.0], [0.0, 0.0, 0.0], [0.1, 0.0, 0.0], [-0.1, 0.2, -0.3], [-0.3, 0.1, 0.0], [0.4, 0.1, -0.8], [-0.2, -0.2, 0.0], [0.2, -0.2, 0.1], [-0.1, 0.0, 0.1], [-0.1, -0.2, -0.4], [-0.1, -0.1, 0.1], [0.0, 0.1, -0.1], [-0.1, 0.0, -0.2], [-0.3, 0.0, 0.0], [-0.1, 0.0, 0.1], [0.0, 0.1, 0.0], [0.0, 0.0, 0.0], [0.0, 0.0, 0.0], [0.1, -0.1, -0.1], [0.0, -0.2, -0.2], [-0.1, 0.1, 0.0], [-0.1, -0.2, 0.0], [0.0, 0.0, 0.2], [0.0, 0.0, 0.1], [0.1, -0.2, 0.1], [0.0, 0.0, 0.0], [0.1, -0.1, 0.1], [0.1, 0.0, 0.0], [0.0, 0.1, 0.0], [0.1, -0.1, 0.0], [0.0, 0.1, 0.2], [0.4, 0.1, -0.5], [0.0, 0.0, 0.0], [-0.1, 0.1, -0.1], [-0.1, 0.0, 0.0], [-0.1, 0.0, 0.0], [-0.1, 0.1, 0.0], [-0.9, -0.5, 1.7]], "mulliken_charge": [-1.140, 0.272, -1.397, 0.289, 0.037, -0.905, -0.581, -1.166, -1.091, 3.169, -1.075, -1.203, -2.152, 1.733, 0.126, -0.279, -0.380, -0.566, -0.278, -0.613, -0.417, 0.286, -0.661, -0.377, -0.038, -0.638, -0.247, -0.278, -1.062, -0.448, 0.828, -0.565, -0.560, -0.607, -0.087, 0.194, 0.341, 0.343, -0.303, 0.408, 0.399, 0.466, -0.410, 0.618, -0.406, 0.575, 0.390, 0.424, 0.324, 0.419, 0.385, 0.425, 0.450, 0.452, -1.319, -0.886, 0.007, 0.499, 0.866, 1.253, 0.678, 0.614, 0.164, -1.076, 0.358, 0.314, 0.396, 0.814, -0.025, 0.413, -0.236, 0.258, 0.206, 0.612, -0.006, 0.279, 0.348, 0.318, 0.312, 0.301, 0.299, 0.286, 0.287, -0.080, 0.306, 0.294, 0.309, 0.464, -0.203, 0.211, -0.059]}



Highest occupied orbital energy, record by record: -8.6, -9.5, -6.8, -10.3 eV
LUMO level, record by record: -0.01, -0.44, -0.75, -5.82 eV
Strongest force on any atom, record by record: 0.0234, 0.0914, 0.3013, 0.0539 Eh/bohr